75
Properties=species:S:1:pos:R:3:mulliken_charge:R:1 method="wB97M-V/def2-TZVPD" gap_ha=0.1238 largest_force_ev_per_a=2.61 e_above_lowest_ev=7.182 e_lumo_ev=-1.71
O 0.83375 0.62448 2.11675 -0.4634
H 1.26490 0.38689 1.29257 0.4481
H -0.09918 0.39817 2.11091 0.4530
H 1.25070 0.23702 2.88981 0.4620
C 2.00593 -3.71734 -2.79781 -0.9774
C 3.26904 -3.26097 -1.96487 -0.2820
O 3.30871 -1.91180 -1.49547 -0.8520
H 1.03967 -3.78102 -2.29740 0.2570
H 2.10269 -4.72986 -3.18966 0.3121
H 1.68501 -2.94073 -3.49205 0.2830
H 4.05164 -3.44861 -2.70001 0.1693
H 3.40527 -4.00137 -1.17662 0.1925
C -7.09860 0.38486 -0.71429 -1.4779
C -8.10930 -0.81262 -0.86134 0.4166
C -8.88097 -0.90316 -2.20042 -0.6743
O -9.80008 -1.97735 -2.14256 -0.3024
C -10.40088 -2.26129 -3.33714 -0.7777
N -7.38001 -2.12061 -0.75399 -0.7730
H -6.44226 0.23825 0.14351 0.3704
H -7.62528 1.33914 -0.70628 0.3548
H -6.33574 0.50835 -1.48299 0.3307
H -8.69893 -0.81770 0.05540 0.3062
H -8.16455 -0.89944 -3.02189 0.3836
H -9.49567 -0.00800 -2.29485 0.3766
H -10.83767 -3.25966 -3.31323 0.2674
H -9.80405 -2.33791 -4.24599 0.3264
H -11.20720 -1.53901 -3.46462 0.2889
H -6.94939 -2.25216 -1.65808 0.2702
H -8.13328 -2.78923 -0.82900 0.3164
C 4.02550 3.53528 -5.75175 -1.3262
C 4.90024 4.31086 -4.74849 0.5471
C 5.00389 5.82600 -5.05049 -0.8644
O 3.68197 6.37239 -5.32935 -0.3084
C 3.68454 7.71300 -5.60709 -0.7722
N 4.38887 4.10346 -3.37056 -0.6914
H 3.83775 2.51637 -5.41311 0.3777
H 4.46062 3.57366 -6.75040 0.3206
H 3.08439 4.08338 -5.79640 0.3349
H 5.91474 3.92849 -4.86119 0.1797
H 5.63922 6.19043 -5.85773 0.4574
H 5.45919 6.44596 -4.27819 0.4351
H 2.68458 8.14430 -5.56052 0.2529
H 4.24562 7.97888 -6.50296 0.2975
H 4.20873 8.18784 -4.77773 0.3042
H 4.19853 3.14820 -3.10345 0.2402
H 5.08630 4.47418 -2.74106 0.2158
C 2.24798 -4.24123 5.11042 -1.2938
C 1.98955 -3.24148 6.19139 0.2379
C 2.23486 -3.97371 7.49928 -0.7408
O 2.38093 -3.06962 8.62203 -0.3460
C 2.97720 -3.54843 9.86274 -0.6739
N 2.94290 -2.13534 6.03716 -0.6179
H 3.31361 -4.43675 4.99084 0.4321
H 1.71739 -3.77878 4.27812 0.3086
H 1.83407 -5.22384 5.33679 0.3285
H 0.97801 -2.83668 6.15925 0.3332
H 3.10037 -4.62923 7.40296 0.3507
H 1.30514 -4.48536 7.74813 0.3528
H 3.94353 -4.01533 9.67221 0.2895
H 2.25605 -4.29425 10.19709 0.2781
H 3.16468 -2.75466 10.58585 0.2384
H 3.79045 -2.59250 5.73260 0.2650
H 3.19075 -1.63935 6.88136 0.2635
O -0.56706 1.07211 -2.37100 -0.6635
H 0.30191 0.69963 -2.52062 0.3394
H -0.44329 2.01635 -2.46749 0.3179
O 6.29760 1.11387 2.73422 -0.6575
H 6.05656 0.55731 1.99371 0.3372
H 6.90052 1.75843 2.36373 0.3187
O -1.89303 4.75898 1.18988 -0.6422
H -2.04070 5.05642 0.29213 0.3216
H -2.63561 5.10729 1.68331 0.3212
O -2.58006 -2.05123 0.87263 -0.6484
H -3.39043 -2.56066 0.86980 0.3201
H -2.63284 -1.51195 0.08356 0.3241

74
Properties=species:S:1:pos:R:3:mulliken_charge:R:1 method="wB97M-V/def2-TZVPD" gap_ha=0.3552 largest_force_ev_per_a=3.31 e_above_lowest_ev=2.663 e_lumo_ev=0.10 smiles=COC[C@H](C)N.CCO.CCO.CCO.CCO.CCO.O.O.O.O
C 0.31975 2.94804 4.21290 -0.7286
O -0.00702 2.07554 5.32263 -0.2829
C 0.08254 2.78591 6.58468 -0.6485
C -0.20073 1.89366 7.80283 0.3728
C -1.67268 1.55644 7.97309 -1.3310
N 0.24949 2.47290 9.05956 -0.7116
H 1.38029 3.19225 4.15181 0.2954
H -0.23554 3.88109 4.30867 0.3148
H 0.09100 2.38916 3.30548 0.2362
H 1.02380 3.31736 6.72497 0.3391
H -0.67590 3.56395 6.67136 0.2814
H 0.37408 0.98929 7.60332 0.3185
H -1.97020 0.94171 7.12357 0.3059
H -2.19912 2.50366 8.09029 0.3597
H -1.81992 0.83311 8.77510 0.3498
H -0.27306 3.30999 9.27476 0.2632
H 1.16401 2.87823 8.92008 0.2649
C 5.60678 3.55382 -3.91193 -0.9847
C 4.63372 3.07374 -2.79478 -0.1704
O 3.31598 3.15271 -3.32445 -0.5191
H 6.64644 3.30075 -3.70412 0.3343
H 5.47204 4.58434 -4.24052 0.2784
H 5.43354 2.94568 -4.79976 0.2608
H 4.67471 3.63218 -1.85959 0.2290
H 4.70274 2.01314 -2.55300 0.2692
H 2.83536 2.37856 -3.02231 0.3018
C 5.47071 -2.52299 -6.96786 -0.9085
C 3.99991 -2.11719 -6.99949 -0.2144
O 3.28242 -3.28541 -6.67555 -0.5073
H 5.82044 -2.84956 -5.98850 0.2472
H 6.13970 -1.71211 -7.25607 0.3298
H 5.66938 -3.40403 -7.57809 0.2753
H 3.71401 -1.66702 -7.95012 0.2558
H 3.77112 -1.32861 -6.28262 0.2217
H 3.14972 -3.76541 -7.49628 0.3009
C -5.24103 4.40318 -2.28180 -1.0659
C -4.33099 3.83725 -3.36357 -0.1444
O -4.97755 3.70796 -4.59914 -0.5224
H -5.69262 5.34438 -2.59531 0.2867
H -4.67343 4.60231 -1.37280 0.3384
H -6.05355 3.74576 -1.97242 0.2902
H -3.75107 2.96725 -3.05551 0.3012
H -3.61277 4.65500 -3.42312 0.2091
H -4.34892 3.43237 -5.27032 0.3074
C 1.55466 -3.05713 3.26601 -1.0355
C 3.02245 -2.63606 3.35234 -0.1953
O 3.07988 -1.68764 4.31882 -0.4870
H 0.82564 -2.28611 3.01673 0.3587
H 1.25025 -3.62960 4.14220 0.2738
H 1.50152 -3.76015 2.43472 0.3023
H 3.37813 -2.22753 2.40646 0.2348
H 3.64293 -3.48753 3.63178 0.2629
H 2.40704 -1.01635 4.18370 0.2867
C -6.56334 -2.31932 1.57206 -1.0537
C -5.24206 -1.57561 1.64788 -0.1345
O -4.46522 -1.98538 0.56498 -0.5131
H -7.43111 -1.86345 2.04876 0.3459
H -6.44142 -3.31771 1.99212 0.2536
H -6.91818 -2.41323 0.54572 0.2982
H -4.65029 -1.70597 2.55392 0.2704
H -5.50822 -0.52861 1.50278 0.2408
H -3.72295 -1.38478 0.46539 0.2927
O -4.45783 -5.43186 -3.16870 -0.6330
H -5.02206 -6.05918 -2.71666 0.3069
H -4.50520 -4.63858 -2.63514 0.3262
O 3.43243 -4.97649 -2.04816 -0.6359
H 4.34586 -5.19501 -1.86341 0.3150
H 3.38785 -4.91850 -3.00256 0.3210
O -1.88782 -2.43836 -5.31744 -0.6498
H -2.51152 -3.12600 -5.08426 0.3350
H -1.12195 -2.91000 -5.64491 0.3147
O 0.35439 -0.88756 -2.04447 -0.6503
H 1.10427 -1.46762 -1.91240 0.3194
H -0.12603 -1.27875 -2.77413 0.3296

87
Properties=species:S:1:pos:R:3:mulliken_charge:R:1 method="wB97M-V/def2-TZVPD" gap_ha=0.2881 largest_force_ev_per_a=10.14 e_above_lowest_ev=6.874 e_lumo_ev=-0.43 smiles="NC(N)=O.NC(N)=O.NC(N)=O.NC(N)=O.NC(N)=O.NC(N)=O.CCO.CCO.CCO.CO.CO"
N 6.04500 6.39300 20.52300 -0.3185
C 5.95700 5.52300 19.57200 0.2986
N 5.49300 4.37900 19.90900 -0.3654
O 6.53900 5.77300 18.32100 -0.5169
H 6.19900 7.43800 20.26300 -0.1092
H 5.32800 6.36500 21.23800 0.2864
H 5.44200 3.63300 19.16500 0.2919
H 4.87300 4.16700 20.69900 0.2120
N 9.91700 10.91500 19.59200 -0.2785
C 8.98900 11.79500 19.32600 0.5032
N 7.80200 11.28500 19.14800 0.7445
O 9.35700 13.11600 19.03300 -0.8277
H 10.84800 11.30300 19.72000 0.2740
H 9.72400 9.96700 19.95100 0.2148
H 6.98300 11.83100 18.89000 -0.4134
H 7.53400 10.26700 19.22800 -0.3613
N 4.49600 10.53600 19.28200 0.1313
C 4.93400 9.33600 18.98800 -0.0674
N 4.11800 8.54700 18.25200 0.7956
O 6.15100 8.87200 19.48300 0.1015
H 5.15400 11.16400 19.78900 -0.2906
H 3.76600 11.07300 18.85300 0.3858
H 4.19400 7.50800 18.21100 -0.0166
H 3.16700 8.82100 18.03400 0.0357
N 4.25800 4.39300 16.28100 -0.2717
C 3.38500 4.87300 17.05700 0.0600
N 2.24800 4.24600 16.96400 -0.4044
O 3.57100 5.93700 17.87700 -0.7519
H 5.11100 4.98400 16.11600 0.2715
H 4.06000 3.70600 15.53200 0.2816
H 1.60200 4.53100 17.63200 0.2539
H 1.90300 3.90600 16.03700 0.2195
N 5.15900 8.31600 15.84400 0.2111
C 5.69000 9.43200 15.49800 0.2038
N 5.75200 9.68300 14.22400 -0.4178
O 6.04500 10.31000 16.44900 -0.6201
H 4.75000 8.49500 16.78300 0.1301
H 4.61800 7.76000 15.15400 0.2584
H 6.20500 10.60400 14.03500 0.3118
H 5.05200 9.30900 13.56300 0.2090
N 5.96100 12.85500 18.01300 -0.1355
C 4.99100 13.61200 18.26100 0.4220
N 5.30600 14.85700 18.47800 -0.3828
O 3.67000 13.07500 18.33000 -0.7818
H 5.81400 11.95200 17.61400 0.0597
H 6.80200 13.31600 17.83800 0.1908
H 4.53800 15.53500 18.78800 0.3225
H 6.24500 15.25400 18.34000 0.2097
C 6.55000 10.53600 22.09500 -0.3047
C 6.55600 12.07200 21.90900 -0.4988
O 5.51500 12.49000 21.05700 -0.5535
H 5.63000 10.05900 21.88900 -0.0088
H 6.89900 10.31100 23.13100 0.4823
H 7.26800 9.96200 21.44400 -0.0817
H 7.51600 12.29500 21.44700 0.2774
H 6.49400 12.49900 22.93000 0.4395
H 5.79200 13.35100 20.77100 0.2711
C 8.77000 8.23100 17.40600 0.1699
C 9.53400 6.96100 17.79800 -0.2010
O 9.48700 5.97900 16.79400 -0.6111
H 8.62700 8.76100 18.33700 -0.4987
H 7.75400 8.05300 16.92800 -0.3170
H 9.34500 8.82000 16.66600 0.4753
H 9.03800 6.46900 18.59500 0.1365
H 10.61900 7.09100 18.07400 0.3644
H 8.75700 6.12600 16.15400 0.3208
C 2.05100 8.84600 14.64200 -1.1061
C 2.19000 7.36400 14.97100 0.0699
O 3.32000 6.75600 14.40900 -0.6587
H 1.05100 9.14700 15.01300 0.3203
H 2.06600 9.18700 13.63200 0.3905
H 2.77200 9.44800 15.19600 0.1614
H 1.35500 6.87500 14.43600 0.4328
H 2.19400 7.03400 16.02300 0.0385
H 3.15100 5.83400 14.40400 0.2936
C 2.99000 10.91400 22.55000 -0.5786
O 3.17900 9.86100 21.59100 -0.4994
H 2.21700 11.58900 22.24100 0.3178
H 3.82800 11.55400 22.70200 0.0836
H 2.55900 10.53600 23.48000 0.2833
H 3.55700 10.29100 20.81000 0.2006
C 0.77100 8.54000 19.28900 -0.6286
O 1.28600 8.96500 18.07200 -0.5205
H 1.52600 8.49000 20.05900 0.2415
H 0.27600 7.54400 19.27300 0.2497
H -0.05700 9.19300 19.60200 0.2854
H 0.82000 8.54000 17.40000 0.2017